7
Properties=species:S:1:pos:R:3:forces:R:3 method="wB97M-V/def2-TZVPD" lumo_ha="0.0170 / 0.0169" homo_ev="-8.32 / -8.32" gap_ev="8.785 / 8.778"
C 1.11146 -0.01707 0.46367 -1.8 0.2 -0.8
C -0.12190 -0.14383 0.84133 -0.5 -0.1 0.0
C -0.72145 0.14391 -0.46792 2.6 -0.3 0.6
F -0.86244 -0.86616 -1.35069 -0.3 0.0 0.2
H 1.81499 0.25629 -0.27957 0.3 0.2 -0.3
H -0.58381 -0.47247 1.75045 -0.1 -0.1 0.4
H -0.63685 1.09933 -0.95727 -0.2 0.2 -0.1

=====

7
Properties=species:S:1:pos:R:3:forces:R:3 method="wB97M-V/def2-TZVPD" lumo_ha="0.0402 / -0.1114" multiplicity=3 homo_ev="-5.84 / -10.50" gap_ev="6.935 / 7.466"
C -0.08892 -0.72698 0.43538 6.9 -7.5 6.0
C -0.90489 0.16142 -0.06630 -5.7 7.7 -5.5
C 0.33908 -0.27146 -0.83237 1.4 2.3 1.3
F 0.26032 -1.04127 -1.91707 0.6 -0.2 -0.9
H 0.20959 -1.35571 1.31825 -0.5 0.8 -1.3
H -1.63321 1.01086 -0.06280 1.2 -1.0 0.5
H 1.61138 0.58129 -0.80556 -3.8 -2.1 -0.1

=====

10
Properties=species:S:1:pos:R:3:forces:R:3 method="wB97M-V/def2-TZVPD" smiles=O[C@]1(F)CC1(F)F lumo_ha=0.0293 homo_ev=-8.66 gap_ev=9.455
O -0.06560 0.86175 -1.53120 0.9 -1.4 0.6
C -0.64075 0.92820 -0.31958 -3.0 -3.3 1.9
F -0.62142 2.15152 0.26036 0.1 -0.2 0.1
C -0.54594 -0.34980 0.48706 0.3 0.6 -1.4
C -1.91292 -0.16788 0.01418 2.4 4.6 -1.6
F -2.22046 -0.81588 -1.09451 -1.3 -1.0 -0.2
F -2.90984 0.27707 0.76394 -0.6 -0.7 0.2
H -0.23375 1.70312 -1.85442 -0.3 2.5 -2.0
H -0.12486 -1.05962 -0.21392 0.8 -0.6 0.9
H -0.34386 -0.23010 1.50452 0.6 -0.5 1.5

=====

What are the molar mass values for these records? In order: 58.06; 58.06; 112.05 Da.